1.
Computed, not measured: a molecular structure, C48H46N11O6SSiTi in a non-equilibrium geometry, with ωB97M-V/def2-TZVPD.

Summary:
<S²> = 2.05
HOMO energy (alpha / beta) = -2.22 / -5.47 eV
energy above the lowest of the compared OMol25 structures with the same formula, charge and spin = 0.0 kcal per mole
gap between HOMO and LUMO (alpha / beta) = 4.159 / 7.407 eV

Structure (ORCA input):
```
! wB97M-V def2-TZVPD RIJCOSX def2/J DEFGRID3
* xyz -1 3
Ti 0.628 0.022 -0.885
O 2.138 0.248 0.533
C 2.106 0.063 1.967
C 1.379 1.226 2.610
C 0.003 1.513 1.983
C -0.800 0.259 1.826
C -1.641 -0.167 2.845
C -2.297 -1.380 2.757
C -2.022 -2.171 1.655
C -1.210 -1.668 0.660
N -0.632 -0.447 0.693
H 2.704 -0.516 0.181
H 3.129 0.006 2.324
H 1.619 -0.881 2.214
H 1.987 2.130 2.528
H 1.260 0.989 3.670
H 0.139 1.980 1.013
H -0.535 2.222 2.610
H -1.769 0.469 3.715
H -2.988 -1.709 3.526
H -2.445 -3.163 1.551
H -0.962 -2.292 -0.185
O 3.841 -1.209 -2.896
C 2.703 -1.067 -2.469
O 2.158 0.039 -2.103
C 1.698 -2.241 -2.274
O 1.728 -3.241 -2.938
O 0.825 -1.911 -1.351
C -5.311 2.612 2.904
N -4.294 2.709 1.861
C -3.026 2.288 1.945
N -2.436 2.364 0.775
C -3.428 2.846 -0.024
N -4.576 3.063 0.587
C -5.289 1.246 3.562
C -5.307 1.142 4.950
C -5.205 -0.127 5.542
C -5.066 -1.261 4.776
C -5.047 -1.173 3.359
C -5.188 0.109 2.773
C -4.843 -2.327 2.564
N -4.686 -3.586 2.966
N -4.459 -4.341 1.879
C -4.488 -3.549 0.817
O -4.723 -2.235 1.181
C -4.194 -3.912 -0.526
C -3.868 -5.257 -0.820
C -3.442 -5.613 -2.077
C -3.299 -4.655 -3.084
C -3.647 -3.334 -2.831
C -3.404 -2.322 -3.925
N -2.286 -1.431 -3.585
C -1.893 -1.042 -2.384
N -0.846 -0.249 -2.486
C -0.622 -0.196 -3.832
N -1.495 -0.879 -4.538
C -4.132 -2.965 -1.576
H -6.264 2.813 2.426
H -5.126 3.385 3.648
H -2.589 1.931 2.867
H -3.294 3.047 -1.078
H -5.377 2.033 5.567
H -5.223 -0.210 6.623
H -4.965 -2.239 5.239
H -5.202 0.192 1.691
H -3.941 -5.990 -0.025
H -3.191 -6.647 -2.286
H -2.906 -4.935 -4.055
H -4.282 -1.713 -4.137
H -3.111 -2.834 -4.835
H -2.387 -1.324 -1.474
H 0.174 0.381 -4.277
H -4.438 -1.940 -1.380
C -0.221 5.878 1.709
C 1.029 5.286 1.565
C 1.246 4.355 0.557
C 0.233 3.985 -0.338
C -1.006 4.617 -0.190
C -1.237 5.546 0.820
Si 0.460 2.546 -1.595
C 2.069 3.088 -2.487
C 2.031 3.681 -3.753
C 3.195 4.025 -4.435
C 4.435 3.787 -3.857
C 4.500 3.199 -2.599
C 3.333 2.849 -1.933
H -0.400 6.598 2.499
H 1.833 5.553 2.243
H 2.232 3.903 0.458
H -1.809 4.377 -0.883
H -2.210 6.017 0.912
H -0.540 3.006 -2.620
H 1.066 3.876 -4.214
H 3.135 4.483 -5.416
H 5.343 4.053 -4.386
H 5.464 3.002 -2.143
H 3.407 2.356 -0.968
C 7.294 -1.435 -2.916
C 7.042 -1.974 -1.547
C 8.003 -2.467 -0.709
C 7.593 -2.940 0.548
N 6.336 -2.908 0.948
C 5.391 -2.422 0.104
S 3.744 -2.386 0.459
N 5.782 -1.961 -1.122
C 8.581 -3.515 1.517
H 8.324 -1.610 -3.214
H 7.094 -0.361 -2.935
H 6.618 -1.901 -3.635
H 9.040 -2.503 -1.011
H 5.013 -1.667 -1.774
H 9.601 -3.475 1.132
H 8.315 -4.552 1.727
H 8.523 -2.970 2.459
*
```

***

2.
Computed, not measured: a molecular structure, C48H47BrN2O3PtS3SbTe in a non-equilibrium geometry, with ωB97M-V/def2-TZVPD.

Summary:
<S²> = 0.76
HOMO energy (alpha / beta) = -1.95 / -2.23 eV
energy above the lowest of the compared OMol25 structures with the same formula, charge and spin = 25.3 kcal per mole
gap between HOMO and LUMO (alpha / beta) = 5.709 / 5.807 eV

Structure (ORCA input):
```
! wB97M-V def2-TZVPD RIJCOSX def2/J DEFGRID3
* xyz -2 2
Pt -0.926 0.376 -0.659
S -4.590 -0.732 3.402
C -5.362 -0.716 1.870
C -4.563 -0.098 0.962
N -3.371 0.366 1.453
C -3.249 0.107 2.710
H -6.331 -1.161 1.717
H -4.770 0.028 -0.091
H -2.380 0.377 3.297
Br -0.763 -2.877 -7.620
C -0.386 -2.059 -5.932
C 0.814 -2.353 -5.307
C 1.070 -1.756 -4.082
C 0.145 -0.898 -3.500
C -1.057 -0.618 -4.139
C -1.314 -1.205 -5.377
C -2.147 0.302 -3.580
O -3.053 0.613 -4.356
O -2.114 0.641 -2.354
H 1.522 -3.032 -5.763
H 1.999 -1.969 -3.566
H 0.362 -0.448 -2.540
H -2.251 -0.977 -5.866
S -1.919 -1.753 -0.643
Sb 0.127 -3.247 -0.974
C -0.269 -3.979 -2.970
C 0.622 -4.783 -3.676
C 0.338 -5.202 -4.971
C -0.850 -4.824 -5.578
C -1.751 -4.034 -4.879
C -1.464 -3.614 -3.587
C 2.030 -4.377 -0.563
C 3.169 -4.287 -1.366
C 4.430 -4.616 -0.881
C 4.590 -4.999 0.443
C 3.474 -5.072 1.267
C 2.217 -4.765 0.767
C -0.938 -4.926 -0.065
C -2.055 -4.764 0.747
C -2.767 -5.866 1.212
C -2.377 -7.150 0.865
C -1.259 -7.328 0.059
C -0.551 -6.225 -0.397
H 1.544 -5.113 -3.215
H 1.053 -5.816 -5.506
H -1.066 -5.131 -6.595
H -2.679 -3.725 -5.346
H -2.162 -2.974 -3.058
H 3.090 -3.945 -2.393
H 5.291 -4.557 -1.537
H 5.576 -5.215 0.835
H 3.585 -5.350 2.309
H 1.357 -4.844 1.424
H -2.382 -3.763 1.005
H -3.635 -5.713 1.843
H -2.941 -8.007 1.214
H -0.941 -8.326 -0.220
H 0.319 -6.380 -1.026
S 0.309 2.280 -1.156
C -0.094 -1.538 2.365
C 0.405 -0.121 2.136
O 1.145 0.366 3.037
N 0.045 0.577 1.077
Te 1.112 2.483 1.018
C 1.975 4.633 0.680
C 3.348 4.757 0.938
C 4.232 3.656 1.497
C 4.012 5.968 0.698
C 3.360 7.075 0.197
C 4.090 8.362 -0.083
C 1.998 6.956 -0.063
C 1.314 5.769 0.165
C -0.151 5.730 -0.163
C -0.336 3.269 2.391
C -1.695 3.490 2.127
C -2.341 3.364 0.778
C -2.520 3.865 3.192
C -2.047 4.030 4.482
C -2.973 4.399 5.612
C -0.692 3.844 4.707
C 0.173 3.469 3.685
C 1.634 3.298 4.006
H -0.380 -1.629 3.415
H 0.730 -2.237 2.190
H -0.928 -1.796 1.719
H 3.690 2.767 1.802
H 4.780 4.028 2.366
H 4.971 3.350 0.752
H 5.076 6.031 0.916
H 5.101 8.337 0.327
H 3.568 9.218 0.351
H 4.171 8.542 -1.159
H 1.457 7.811 -0.461
H -0.467 6.647 -0.665
H -0.747 5.610 0.744
H -0.367 4.885 -0.817
H -1.855 3.979 0.027
H -3.391 3.655 0.843
H -2.301 2.341 0.419
H -3.575 4.023 2.989
H -3.978 4.604 5.242
H -2.617 5.284 6.144
H -3.045 3.586 6.339
H -0.288 3.983 5.706
H 1.807 3.462 5.070
H 2.239 4.015 3.446
H 1.953 2.284 3.751
*
```

***

3.
Computed, not measured: a molecular structure, C48H47N4O2P2RuS3Te in a non-equilibrium geometry, with ωB97M-V/def2-TZVPD.

Summary:
<S²> = 8.82
HOMO energy (alpha / beta) = -4.88 / -6.36 eV
energy above the lowest of the compared OMol25 structures with the same formula, charge and spin = 0.0 kcal per mole
gap between HOMO and LUMO (alpha / beta) = 4.988 / 5.891 eV

Structure (ORCA input):
```
! wB97M-V def2-TZVPD RIJCOSX def2/J DEFGRID3
* xyz 0 6
Ru 1.123 0.977 1.125
C 3.240 3.159 3.000
O 1.963 2.563 2.911
C 1.078 2.759 3.942
C 1.264 3.745 4.898
C 0.323 3.936 5.904
C -0.804 3.130 5.920
C -0.975 2.140 4.960
C -0.029 1.906 3.951
N -0.150 0.889 2.981
N -1.136 0.063 3.366
C -1.699 -0.877 2.603
C -1.447 -1.124 1.240
O -0.545 -0.427 0.580
C -2.197 -2.105 0.546
C -3.181 -2.837 1.152
C -3.477 -2.632 2.531
C -4.505 -3.357 3.179
C -4.793 -3.152 4.501
C -4.042 -2.212 5.236
C -3.039 -1.499 4.631
C -2.736 -1.676 3.260
H 3.179 4.247 2.927
H 3.811 2.774 2.159
H 3.731 2.877 3.932
H 2.142 4.376 4.866
H 0.479 4.705 6.651
H -1.560 3.266 6.684
H -1.857 1.519 4.963
H -1.954 -2.276 -0.499
H -3.732 -3.589 0.596
H -5.065 -4.088 2.603
H -5.587 -3.712 4.981
H -4.256 -2.054 6.287
H -2.446 -0.792 5.196
C -3.556 -2.148 -3.494
S -2.190 -2.422 -4.647
C -1.696 -0.713 -5.025
C -0.546 -0.180 -4.176
C -0.946 -0.077 -2.711
N 0.101 0.497 -1.839
P -0.115 2.008 -1.143
C -0.776 2.965 -2.576
C 0.107 3.378 -3.576
C -0.357 4.022 -4.713
C -1.715 4.274 -4.862
C -2.598 3.898 -3.862
C -2.132 3.251 -2.722
C -1.424 2.200 0.089
C -1.344 3.248 1.003
C -2.348 3.421 1.948
C -3.419 2.545 1.990
C -3.504 1.500 1.074
C -2.514 1.329 0.123
P 1.221 -0.503 -0.942
C 0.804 -2.274 -0.941
C 0.495 -3.013 -2.076
C 0.235 -4.375 -1.976
C 0.324 -5.016 -0.747
C 0.653 -4.287 0.390
C 0.875 -2.920 0.296
C 2.572 -0.594 -2.229
C 3.450 -1.682 -2.240
C 4.495 -1.767 -3.154
C 4.696 -0.753 -4.080
C 3.838 0.338 -4.081
C 2.792 0.412 -3.168
H -4.081 -3.097 -3.397
H -4.246 -1.409 -3.901
H -3.214 -1.835 -2.507
H -2.580 -0.082 -4.910
H -1.425 -0.705 -6.080
H -0.267 0.814 -4.538
H 0.335 -0.816 -4.290
H -1.215 -1.056 -2.314
H -1.840 0.540 -2.649
H 1.172 3.220 -3.448
H 0.343 4.334 -5.479
H -2.081 4.772 -5.751
H -3.654 4.118 -3.957
H -2.834 2.978 -1.944
H -0.488 3.909 0.998
H -2.267 4.222 2.672
H -4.181 2.658 2.753
H -4.322 0.793 1.122
H -2.565 0.485 -0.552
H 0.453 -2.543 -3.051
H -0.037 -4.930 -2.866
H 0.125 -6.078 -0.673
H 0.702 -4.775 1.357
H 1.059 -2.334 1.189
H 3.290 -2.498 -1.546
H 5.142 -2.639 -3.159
H 5.502 -0.820 -4.800
H 3.975 1.135 -4.802
H 2.127 1.262 -3.194
Te 1.964 3.012 -0.509
S 2.959 -0.241 2.374
C 4.236 -0.933 1.542
N 4.399 -2.226 1.319
C 5.555 -2.645 0.528
C 6.563 -1.508 0.649
S 5.559 -0.012 0.891
H 3.639 -2.855 1.543
H 5.264 -2.792 -0.507
H 5.959 -3.576 0.918
H 7.170 -1.402 -0.246
H 7.208 -1.629 1.517
*
```

***

4.
Computed, not measured: a molecular structure, C48H48BrN6O6Ti in a non-equilibrium geometry, with ωB97M-V/def2-TZVPD.

Summary:
HOMO energy = -11.06 eV
energy above the lowest of the compared OMol25 structures with the same formula, charge and spin = 0.0 kcal per mole
gap between HOMO and LUMO = 7.582 eV

Structure (ORCA input):
```
! wB97M-V def2-TZVPD RIJCOSX def2/J DEFGRID3
* xyz 1 1
Ti 1.062 0.733 -0.188
C 5.340 0.984 -1.877
O 4.379 1.718 -2.687
C 3.311 1.864 -1.924
N 3.278 1.357 -0.754
C 4.542 0.588 -0.617
C 5.326 0.883 0.635
C 4.984 1.905 1.508
C 5.756 2.145 2.638
C 6.880 1.377 2.893
C 7.237 0.366 2.011
C 6.464 0.120 0.888
C 2.141 2.523 -2.495
C 2.159 3.271 -3.659
C 0.968 3.842 -4.079
C -0.175 3.675 -3.309
C -0.082 2.905 -2.162
N 1.040 2.299 -1.787
C -1.178 2.716 -1.214
N -1.041 2.014 -0.161
C -2.394 1.999 0.476
C -3.113 3.145 -0.250
O -2.331 3.326 -1.462
C -2.441 2.153 1.972
C -3.509 1.576 2.653
C -3.633 1.740 4.025
C -2.685 2.471 4.725
C -1.625 3.054 4.046
C -1.507 2.906 2.672
H 6.157 1.666 -1.647
H 5.698 0.147 -2.470
H 4.249 -0.461 -0.638
H 4.122 2.520 1.294
H 5.472 2.938 3.318
H 7.479 1.565 3.774
H 8.116 -0.236 2.202
H 6.740 -0.684 0.215
H 3.083 3.395 -4.205
H 0.931 4.428 -4.987
H -1.118 4.131 -3.571
H -2.872 1.055 0.212
H -3.074 4.080 0.310
H -4.133 2.910 -0.539
H -4.234 0.987 2.101
H -4.469 1.293 4.547
H -2.776 2.594 5.797
H -0.886 3.633 4.585
H -0.687 3.375 2.145
O 2.543 2.746 4.736
C 2.158 3.028 3.472
C 2.032 4.317 2.977
C 1.665 4.452 1.644
N 1.385 3.433 0.847
C 1.475 2.179 1.325
Br 2.323 -1.010 1.039
C 1.902 1.951 2.624
H 2.718 3.560 5.222
H 2.235 5.190 3.584
H 1.591 5.445 1.212
H 2.132 0.958 2.976
C -4.042 -4.841 2.879
C -3.484 -4.240 1.598
N -4.293 -3.150 1.063
C -5.548 -3.506 0.400
C -5.328 -4.090 -0.987
C -3.908 -1.858 1.050
O -4.527 -0.968 0.475
C -2.640 -1.467 1.756
C -2.446 -1.520 3.125
C -1.297 -0.941 3.632
C -0.397 -0.350 2.766
N -0.564 -0.295 1.438
C -1.684 -0.847 0.968
H -3.367 -5.609 3.257
H -5.013 -5.308 2.717
H -4.161 -4.082 3.653
H -3.411 -5.011 0.826
H -2.471 -3.875 1.759
H -6.140 -2.597 0.331
H -6.084 -4.206 1.042
H -4.751 -3.397 -1.601
H -6.286 -4.260 -1.478
H -4.804 -5.045 -0.953
H -3.180 -1.975 3.778
H -1.091 -0.927 4.693
H 0.499 0.087 3.162
H -1.847 -0.795 -0.095
C -0.676 -4.774 -6.089
C -0.349 -3.770 -5.022
C -0.526 -4.066 -3.679
C -0.227 -3.146 -2.678
C -0.360 -3.549 -1.233
C 0.265 -1.899 -3.060
C 0.466 -1.571 -4.408
C 0.998 -0.222 -4.816
C 0.145 -2.514 -5.368
C 0.601 -0.871 -2.048
O 1.760 -0.410 -1.907
O -0.288 -0.356 -1.288
H -1.108 -5.679 -5.665
H 0.222 -5.056 -6.641
H -1.384 -4.363 -6.810
H -0.903 -5.042 -3.396
H -1.155 -4.285 -1.115
H -0.573 -2.703 -0.582
H 0.568 -4.004 -0.881
H 0.493 0.587 -4.280
H 0.843 -0.062 -5.882
H 2.065 -0.137 -4.606
H 0.277 -2.266 -6.416
*
```